Record 1
Here is a structure of composition C12H15AlBCaClF9N5NaO13P in a non-equilibrium geometry from the OMol25 dataset. Energies are from wB97M-V/def2-TZVPD.

Structure (XYZ):
```
60
C12H15AlBCaClF9N5NaO13P | the OMol25 dataset | wB97M-V/def2-TZVPD
Ca 3.99 -0.49 2.58
Cl 0.08 -0.68 -2.84
P 0.30 -2.99 -0.50
Al 3.59 0.07 -2.24
Na 1.57 -2.31 3.21
F 1.76 -2.16 -0.30
F -0.34 -1.49 -0.32
F -7.22 0.86 -0.50
F -0.82 -3.28 0.65
F -0.32 -4.30 -1.24
F 0.47 -2.55 -2.19
F -8.33 -0.51 -1.92
F 1.21 -4.12 0.29
F -1.98 0.83 -1.06
O -1.83 -5.92 -2.70
O -1.43 -7.17 -1.11
O -6.28 0.43 -2.62
O 2.91 4.43 3.11
O -4.39 -2.26 -1.48
O 0.15 -6.98 0.47
O -0.54 1.12 4.00
O 1.14 -0.04 3.28
O -0.93 -8.93 0.15
O 0.73 3.97 2.86
O -6.30 -1.26 -0.97
O -4.36 -0.08 -3.61
O -0.72 -0.02 2.18
N -1.80 4.85 -0.15
N -0.08 0.38 3.15
N 5.84 0.59 -0.59
N 2.13 0.76 -0.18
N 0.71 2.25 0.20
C 0.84 1.03 -0.16
C 1.95 4.22 2.41
C 2.08 4.20 0.91
C -0.64 2.79 0.30
C 5.19 1.67 -0.62
C 2.82 1.91 0.23
C -5.21 -1.41 -1.67
C 1.91 2.82 0.46
C -0.88 4.05 -0.47
C -5.20 -0.28 -2.78
C -0.78 -7.77 -0.16
C 4.27 2.18 0.45
B -7.10 -0.09 -1.48
H -2.31 4.51 0.66
H 2.53 -0.14 -0.39
H -0.28 4.32 -1.32
H 0.80 3.47 3.69
H 4.38 3.25 0.42
H 3.07 4.52 0.70
H -0.87 2.97 1.33
H 1.40 4.87 0.41
H -0.05 -6.19 -0.05
H -1.29 2.00 -0.06
H 0.05 0.34 -0.41
H 4.62 1.88 1.45
H -1.15 -6.50 -2.29
H 5.66 0.10 0.28
H 5.28 2.33 -1.47
```

Output
Kohn-Sham gap = 2.4 eV
Largest force on an atom = 3.441 eV Å⁻¹



Record 2
Here is a structure of composition C12H15BN7S2V in a non-equilibrium geometry from the OMol25 dataset. Energies are from wB97M-V/def2-TZVPD.

Structure (XYZ):
```
38
C12H15BN7S2V | the OMol25 dataset | wB97M-V/def2-TZVPD
V -0.17 0.31 0.16
S 0.16 1.98 -2.90
S -0.77 2.59 -0.09
N -0.79 -1.59 0.00
N -0.36 0.18 2.12
N 2.01 -1.34 1.03
N 1.71 -0.30 0.20
N -1.78 3.52 -2.40
N -0.23 -2.50 0.84
N 0.21 -0.91 2.74
C 3.90 -0.77 0.01
C -0.90 0.92 3.11
C -0.81 -3.69 0.66
C 0.02 -0.83 4.06
C -1.73 -2.24 -0.70
C -0.43 3.01 -4.28
C 2.86 0.04 -0.42
C -1.78 -3.58 -0.32
C -0.90 2.77 -1.78
C -0.69 0.32 4.35
C 3.31 -1.64 0.92
C -1.84 3.42 -3.86
B 0.86 -2.01 1.85
H 1.28 -2.93 2.51
H -2.13 4.36 -4.30
H 4.93 -0.74 -0.30
H 3.74 -2.44 1.50
H -2.49 4.00 -1.86
H -2.43 -4.35 -0.69
H 0.23 3.86 -4.36
H -0.42 2.44 -5.21
H -2.33 -1.72 -1.43
H 0.39 -1.61 4.71
H -1.00 0.68 5.31
H 2.87 0.86 -1.12
H -2.57 2.66 -4.14
H -0.50 -4.55 1.23
H -1.41 1.83 2.87
```

Output
Total charge = +1
Kohn-Sham gap (spin up / spin down) = 7.2 / 6.7 eV
Largest force on an atom = 1.594 eV Å⁻¹
Spin multiplicity = 2



Record 3
Here is a structure of composition C12H15CoN7SSe in a non-equilibrium geometry from the OMol25 dataset. Energies are from wB97M-V/def2-TZVPD.

Structure (XYZ):
```
37
C12H15CoN7SSe | the OMol25 dataset | wB97M-V/def2-TZVPD
Se -3.05 0.69 -4.08
Co -0.28 1.11 -0.35
S 1.85 2.24 -0.76
N 0.17 -0.78 -1.00
N -1.66 1.61 -1.65
N 2.16 0.34 1.36
N 1.21 -0.95 -3.19
N 4.00 1.38 0.62
N -1.76 0.67 1.29
N 0.85 0.40 1.42
C -3.96 0.41 2.18
C 2.41 -0.22 -3.57
C 2.65 1.24 0.48
C -2.07 -0.55 3.30
C -3.06 0.94 1.28
C -1.25 -0.05 2.28
C -3.42 -0.43 3.19
C 0.23 -0.26 2.33
C 0.21 -1.53 -4.14
C 0.79 -1.07 3.49
C -2.14 1.19 -2.64
C 0.63 -0.76 -2.02
H 4.48 2.25 0.39
H 0.78 -2.17 -4.70
H 0.56 -0.65 4.42
H -1.61 -0.93 4.20
H -3.47 1.65 0.59
H 2.94 -0.81 -4.32
H -4.16 -0.81 3.93
H 4.38 1.06 1.48
H 3.01 -0.24 -2.66
H 1.84 -1.32 3.33
H -5.04 0.59 2.12
H -0.31 -0.71 -4.68
H -0.42 -2.19 -3.56
H 0.35 -2.09 3.46
H 2.19 0.78 -3.85
```

Output
Kohn-Sham gap (spin up / spin down) = 7.4 / 7.3 eV
Largest force on an atom = 5.983 eV Å⁻¹
Spin multiplicity = 4



Record 4
Here is a structure of composition C12H15F4IrN2Se4 in a non-equilibrium geometry from the OMol25 dataset. Energies are from wB97M-V/def2-TZVPD.

Structure (XYZ):
```
38
C12H15F4IrN2Se4 | the OMol25 dataset | wB97M-V/def2-TZVPD
Ir -0.01 -0.71 0.38
Se -0.36 -1.21 2.64
Se -0.32 -4.51 1.24
Se -1.53 -3.26 2.78
Se -0.31 -2.96 -0.48
F -2.53 -0.03 0.20
F -0.43 3.83 2.04
F -2.79 4.77 2.68
F -4.89 0.96 0.91
N 1.95 -0.31 0.20
N -0.18 1.28 0.65
C -3.80 1.68 1.18
C -1.51 3.09 1.71
C 1.10 1.93 0.88
C -2.75 3.59 2.06
C 2.53 -1.01 -0.99
C 1.81 -0.72 -2.30
C 2.75 -0.66 1.43
C -3.92 2.90 1.81
C 2.06 1.18 0.00
C -1.36 1.85 1.06
C 2.86 -2.14 1.73
C -2.57 1.18 0.82
H 3.58 -0.71 -1.04
H 3.25 -2.25 2.74
H 3.10 1.48 0.16
H 2.10 0.23 -2.74
H 3.75 -0.24 1.27
H 2.48 -2.07 -0.78
H 1.80 1.39 -1.04
H 1.10 2.97 0.58
H -4.88 3.30 2.10
H 1.89 -2.63 1.70
H 3.54 -2.66 1.06
H 1.40 1.90 1.93
H 0.73 -0.72 -2.17
H 2.05 -1.51 -3.01
H 2.30 -0.13 2.26
```

Output
Kohn-Sham gap = 5.9 eV
Largest force on an atom = 1.191 eV Å⁻¹



Record 5
Here is a structure of composition C12H15N3OS in a non-equilibrium geometry from the OMol25 dataset. Energies are from wB97M-V/def2-TZVPD.

Structure (XYZ):
```
32
C12H15N3OS | the OMol25 dataset | wB97M-V/def2-TZVPD
S 1.33 1.62 0.31
O 0.87 -1.32 -2.27
N -0.66 0.24 -1.28
N -4.10 -1.61 1.15
N -3.37 -2.62 1.11
C -3.46 -3.69 1.74
C 3.07 1.94 0.80
C -3.85 -0.79 0.02
C -2.30 -2.47 0.06
C -1.88 -0.58 -1.72
C 0.47 -0.31 -1.34
C 3.27 4.27 1.13
C 3.38 3.12 1.69
C 1.60 0.50 -0.76
C 2.90 0.29 -0.95
C 3.85 1.04 0.12
C -2.73 -1.10 -0.64
H 3.62 4.41 0.12
H -1.62 -1.27 -2.43
H -4.08 -3.67 2.48
H -1.00 1.03 -0.37
H 2.13 4.52 0.96
H 3.54 5.00 1.68
H -3.60 -4.76 1.14
H 4.81 0.97 -0.02
H -2.62 0.32 -2.00
H -2.39 -4.05 2.42
H -1.71 -3.07 -0.55
H 3.05 2.83 2.48
H -4.20 0.12 0.07
H 3.42 -0.56 -1.45
H 4.56 2.93 1.72
```

Output
Kohn-Sham gap = 8.9 eV
Largest force on an atom = 14.347 eV Å⁻¹



Record 6
Here is a structure of composition C12H15N7PdS from the OMol25 dataset. Energies are from wB97M-V/def2-TZVPD.

Structure (XYZ):
```
36
C12H15N7PdS | the OMol25 dataset | wB97M-V/def2-TZVPD
Pd 0.13 -0.08 0.84
S 0.01 -1.13 2.88
N -4.97 1.21 0.30
N -1.45 1.20 1.07
N 0.85 0.73 -0.91
N 1.52 -2.57 1.17
N 1.38 -1.50 0.32
N -3.72 2.69 1.52
N 1.03 -3.54 3.18
C -2.62 0.81 0.57
C 0.63 1.93 -1.42
C 0.90 -2.50 2.37
C 1.92 -1.43 -0.85
C 2.81 -2.45 -1.46
C 2.07 0.10 -2.85
C 1.11 2.28 -2.68
C -2.55 3.05 2.01
C 1.81 1.35 -3.41
C 1.59 -0.18 -1.59
C -3.78 1.57 0.79
C -1.39 2.32 1.80
H -2.64 -0.11 -0.01
H -5.10 0.38 -0.26
H 2.65 -0.64 -3.40
H 3.07 -3.28 -0.80
H 2.34 -2.87 -2.36
H -0.44 2.62 2.21
H 2.08 -3.36 0.88
H 2.18 1.59 -4.40
H 3.75 -1.98 -1.77
H -2.53 3.96 2.60
H 0.05 2.62 -0.82
H 1.58 -4.35 2.96
H 0.58 -3.52 4.08
H -5.77 1.79 0.49
H 0.91 3.27 -3.07
```

Output
Total charge = +2
Kohn-Sham gap = 7.0 eV
Largest force on an atom = 0.533 eV Å⁻¹



Record 7
Here is the molecule C12H15P in a non-equilibrium geometry from the OMol25 dataset. Energies are from wB97M-V/def2-TZVPD.

Structure (XYZ):
```
28
C12H15P | the OMol25 dataset | wB97M-V/def2-TZVPD
P 2.12 -2.37 0.26
C -1.21 2.15 0.41
C 0.26 0.59 2.86
C 1.04 1.37 -0.50
C 2.99 0.76 -1.83
C 2.11 -0.82 -0.22
C 1.99 0.36 -0.82
C -1.89 -1.76 -0.89
C -0.25 -0.31 2.12
C -0.65 -0.17 0.73
C -0.17 1.15 0.04
C -1.32 -0.99 0.00
C -3.27 -1.89 -1.23
H 0.48 1.51 2.38
H 1.24 2.42 -0.76
H 0.71 0.24 3.78
H 3.28 -2.29 1.12
H -1.25 2.16 1.49
H -3.39 -1.78 -2.34
H -0.91 3.06 0.09
H -2.09 1.95 -0.09
H -0.65 -1.24 2.69
H 3.66 1.66 -1.58
H 3.58 -0.17 -2.07
H -1.23 -2.57 -1.39
H -3.90 -1.10 -0.70
H -3.77 -2.86 -0.88
H 2.49 0.94 -2.72
```

Output
Kohn-Sham gap = 8.6 eV
Largest force on an atom = 5.792 eV Å⁻¹



Record 8
Here is a cluster of 2 separate species, C12H15PS in total in a non-equilibrium geometry from the OMol25 dataset. Energies are from wB97M-V/def2-TZVPD.

Structure (XYZ):
```
29
C12H15PS | the OMol25 dataset | wB97M-V/def2-TZVPD
S -2.55 -3.18 -0.59
P -2.29 -2.10 1.01
C -3.09 2.35 0.34
C -2.51 1.92 1.44
C -2.42 0.57 1.64
C 1.69 0.02 0.23
C 0.81 0.93 -0.08
C 1.44 -1.41 -0.14
C 1.16 -1.53 -1.60
C -2.64 -0.31 0.60
C -3.49 1.42 -0.64
C 1.40 -2.37 0.75
C -3.19 0.11 -0.58
C 3.05 0.29 0.87
H 3.72 -0.41 0.24
H -1.96 0.13 2.47
H 2.87 -0.23 1.89
H 0.13 -1.71 -1.82
H -3.95 1.94 -1.50
H -0.20 0.63 -0.52
H 0.90 1.97 0.13
H 1.50 -0.60 -1.92
H -3.21 3.41 0.23
H 3.36 1.30 1.23
H 1.13 -3.39 0.64
H 1.84 -2.27 -2.15
H -3.44 -0.63 -1.28
H -1.93 2.53 2.12
H 1.58 -2.26 1.80
```

Output
Kohn-Sham gap = 7.4 eV
Largest force on an atom = 3.702 eV Å⁻¹



Record 9
Here is the molecule C12H16BFINO in a non-equilibrium geometry from the OMol25 dataset. Energies are from wB97M-V/def2-TZVPD.

Structure (XYZ):
```
33
C12H16BFINO | the OMol25 dataset | wB97M-V/def2-TZVPD
I 1.29 2.58 -0.63
F 4.50 -3.36 -2.02
O -1.36 1.02 3.23
N -1.47 -0.34 1.29
C 1.45 -0.28 1.13
C -4.52 1.63 -1.25
C -2.86 1.78 0.72
C 3.80 -1.30 -0.83
C -3.05 -0.32 -0.63
C -4.06 0.26 -1.49
C 3.38 -2.72 -1.39
C 0.77 0.62 2.24
C -3.89 2.37 -0.15
C -0.81 0.47 2.30
C 2.84 -0.15 -1.35
C -2.44 0.40 0.50
B 1.91 0.51 -0.19
H -2.70 -1.37 -0.83
H 3.50 0.69 -1.72
H -5.32 2.07 -1.88
H 3.98 -1.30 0.28
H 0.86 -1.20 0.89
H 1.12 0.22 3.23
H 1.09 1.70 2.22
H -2.42 2.39 1.54
H -4.45 -0.38 -2.31
H -1.98 -1.06 1.83
H 2.41 -0.66 1.59
H 2.60 -2.63 -2.20
H 3.04 -3.42 -0.59
H -4.26 3.41 -0.01
H 2.24 -0.53 -2.22
H 4.81 -1.10 -1.30
```

Output
Kohn-Sham gap = 8.9 eV
Largest force on an atom = 3.027 eV Å⁻¹



Record 10
Here is a structure of composition C12H16BaClLa in a non-equilibrium geometry from the OMol25 dataset. Energies are from wB97M-V/def2-TZVPD.

Structure (XYZ):
```
31
C12H16BaClLa | the OMol25 dataset | wB97M-V/def2-TZVPD
La -0.12 0.72 0.44
Ba 0.66 -0.11 -4.04
Cl -0.24 3.21 -0.41
C 0.57 -1.45 -1.78
C 0.12 -0.12 5.33
C -1.02 0.61 7.35
C 3.16 0.89 -3.49
C 0.30 -0.08 2.67
C 1.10 -0.58 7.50
C -1.00 0.49 5.96
C 0.25 -0.10 3.94
C -1.53 -0.14 -5.56
C 0.00 0.03 8.13
C 1.15 -0.67 6.11
C -2.31 -0.15 0.59
H 3.20 1.82 -2.88
H -1.13 0.02 -6.59
H -2.71 -0.79 -0.20
H 3.62 1.09 -4.46
H -0.11 -2.37 -1.53
H -1.93 -1.16 -5.44
H -1.88 1.10 7.78
H -0.10 0.10 9.22
H 1.57 -1.92 -2.03
H -2.92 0.77 0.69
H -2.34 0.58 -5.37
H 1.87 -1.00 8.15
H 3.77 0.10 -2.97
H 2.04 -1.13 5.66
H -1.77 0.89 5.31
H -2.30 -0.65 1.58
```

Output
Total charge = -2
Kohn-Sham gap = 3.2 eV
Largest force on an atom = 6.146 eV Å⁻¹



Record 11
Here is a structure of composition C12H16CeClNO3 in a non-equilibrium geometry from the OMol25 dataset. Energies are from wB97M-V/def2-TZVPD.

Structure (XYZ):
```
34
C12H16CeClNO3 | the OMol25 dataset | wB97M-V/def2-TZVPD
Ce 0.18 0.32 -0.05
Cl -4.43 -0.30 1.78
O 2.10 0.18 1.01
O -1.10 2.75 2.51
O -0.74 -2.85 1.93
N 3.80 -0.41 2.49
C 3.09 -0.70 1.43
C 3.45 0.85 3.30
C 1.27 0.00 -2.23
C 3.32 -2.03 0.69
C -1.03 1.93 1.65
C -0.74 1.16 -2.12
C -1.05 -0.25 -2.04
C 0.21 -0.94 -2.13
C -0.83 -1.83 1.26
C -1.76 2.26 -1.95
C 4.96 -1.27 3.01
C 0.67 1.33 -2.21
H -2.71 1.81 -1.59
H 4.56 -2.26 3.36
H -2.04 -0.67 -1.78
H 5.45 -0.70 3.88
H 2.34 -0.21 -2.42
H 5.68 -1.42 2.18
H 4.19 0.95 4.07
H 1.23 2.30 -2.30
H 2.45 0.69 3.69
H 3.46 1.66 2.59
H -1.43 3.04 -1.21
H 0.33 -2.06 -2.18
H 4.38 -2.12 0.40
H 2.99 -2.88 1.34
H 2.67 -1.98 -0.20
H -1.94 2.77 -2.92
```

Output
Total charge = +2
Kohn-Sham gap (spin up / spin down) = 3.6 / 3.6 eV
Largest force on an atom = 9.672 eV Å⁻¹



Record 12
Here is the molecule C12H16Cl3NO3S in a non-equilibrium geometry from the OMol25 dataset. Energies are from wB97M-V/def2-TZVPD.

Structure (XYZ):
```
36
C12H16Cl3NO3S | the OMol25 dataset | wB97M-V/def2-TZVPD
Cl 3.31 0.87 1.15
Cl 5.67 -0.11 -0.21
Cl 3.48 -1.90 0.38
S 1.01 1.37 -1.34
O 1.92 2.46 -1.50
O -0.04 1.19 -2.27
O 1.89 0.01 -1.39
N 0.48 1.41 0.22
C -1.11 -2.97 -1.20
C -2.08 -2.04 -1.50
C -2.24 0.19 2.56
C -2.04 -0.77 -0.95
C 3.29 0.10 -1.44
C -1.89 1.98 0.00
C -0.04 -1.36 0.22
C -0.09 -2.63 -0.33
C -0.88 0.97 0.53
C 3.90 -0.25 -0.09
C -1.01 -0.41 -0.09
C -0.97 0.87 2.07
H -2.80 -0.06 -1.21
H -2.34 -0.80 2.13
H -3.13 0.77 2.30
H -1.70 2.96 0.45
H -0.11 0.31 2.43
H 3.57 1.12 -1.71
H 0.68 -3.35 -0.08
H -0.91 1.88 2.49
H 0.76 -1.10 0.90
H -1.79 2.07 -1.07
H 3.65 -0.61 -2.19
H -1.15 -3.96 -1.63
H -2.91 1.69 0.25
H -2.89 -2.30 -2.17
H -2.21 0.09 3.64
H 0.73 2.29 0.63
```

Output
Kohn-Sham gap = 9.7 eV
Largest force on an atom = 1.088 eV Å⁻¹



Record 13
Here is a cluster of 5 separate species, C12H16Cl4F2O9 in total in a non-equilibrium geometry from the OMol25 dataset. Energies are from wB97M-V/def2-TZVPD.

Structure (XYZ):
```
43
C12H16Cl4F2O9 | the OMol25 dataset | wB97M-V/def2-TZVPD
Cl 5.26 -2.61 1.57
Cl -0.22 -1.77 1.99
Cl 2.92 -4.41 1.10
Cl -1.13 -1.84 -0.69
F -4.72 0.45 -4.27
F -0.96 3.57 1.92
O 1.91 0.72 -0.71
O -5.84 -0.22 -2.40
O -2.80 2.40 0.99
O -3.06 0.79 2.47
O -6.84 -2.21 -1.51
O -4.63 -2.04 -2.14
O 2.87 2.71 -0.30
O 0.71 2.66 -0.32
O -4.24 0.73 0.38
C 0.30 -2.07 0.33
C -3.87 -1.19 -2.94
C 5.17 2.03 0.30
C 4.69 -4.30 1.53
C -5.91 -1.56 -2.03
C 3.98 1.91 -0.67
C -4.57 0.13 -3.01
C 3.28 0.55 -0.64
C -1.91 1.49 2.95
C -3.41 1.24 1.17
C -2.15 2.84 2.19
C 1.76 2.09 -0.47
H -2.69 3.42 2.94
H -3.93 0.87 -2.52
H 1.02 -1.34 -0.04
H -3.77 -1.72 -3.88
H -1.81 1.69 4.01
H 5.28 -4.96 0.90
H 5.55 3.03 0.51
H 4.80 -4.61 2.57
H 4.27 2.10 -1.70
H 6.10 1.53 0.04
H -2.86 -1.25 -2.51
H 3.38 -0.13 0.21
H 4.90 1.46 1.19
H -0.96 1.02 2.72
H 3.52 -0.04 -1.53
H 0.63 -3.11 0.28
```

Output
Total charge = -1
Kohn-Sham gap (spin up / spin down) = 2.0 / 9.1 eV
Largest force on an atom = 5.665 eV Å⁻¹
Spin multiplicity = 2